1.
A single C11H20N2O3 molecule. Source: the Open Molecules 2025 dataset; level of theory: ωB97M-V/def2-TZVPD.

```
! wB97M-V def2-TZVPD RIJCOSX def2/J DEFGRID3
* xyz 0 1
C -0.62 -0.72 2.47
H -0.63 -1.01 -4.90
H -0.50 -2.74 -3.06
H -0.76 1.42 0.72
H -2.29 -0.19 1.13
H -0.88 1.03 -3.26
H 0.81 -0.19 -4.23
H -2.59 -1.54 2.21
H 1.60 2.38 -0.40
H 0.31 -2.10 -0.99
O 1.20 1.76 -2.47
H -0.11 -1.67 2.72
H 1.19 -2.48 -3.56
C 0.60 -1.39 -1.76
H 2.53 1.99 1.24
H -1.57 1.07 3.35
C 0.77 2.35 2.00
H 1.66 -1.17 -1.60
C 0.32 1.29 0.99
C -0.20 -0.05 -1.74
C -0.08 -0.78 -3.97
O 0.06 2.94 2.79
C 0.75 1.15 -1.51
N -0.86 0.04 -3.06
C -1.81 -1.06 1.61
O 2.13 2.59 1.89
C 0.57 -0.09 1.62
N 1.13 1.47 -0.24
C -1.01 0.18 3.64
H 0.83 -0.83 0.83
H -1.51 -1.70 0.76
H -0.15 0.55 4.21
H 1.42 -0.03 2.34
H -1.62 -0.45 4.33
H -1.01 -0.05 -0.95
C 0.30 -1.99 -3.15
*
```

Computed properties:
SMILES: CC(C)C[C@H](NC(=O)[C@@H]1CCCN1)C(=O)O
Kohn-Sham gap: 0.3509 Ha
LUMO energy: 0.58 eV

Mulliken atomic charge list, values in e, 2 entries:
1. C 0.808
2. H 0.359



2.
A molecular structure, C11H20N2O3. Source: the Open Molecules 2025 dataset; level of theory: ωB97M-V/def2-TZVPD.

```
! wB97M-V def2-TZVPD RIJCOSX def2/J DEFGRID3
* xyz 0 1
O 0.38 -2.83 2.40
C 1.06 1.75 -0.96
H -3.63 -1.73 -0.03
H -0.27 1.23 1.09
H -2.55 -3.47 -1.37
N 0.78 2.72 0.10
H -0.41 -0.64 2.47
H 4.03 2.03 0.05
H 1.01 -1.80 -0.54
C 2.14 2.66 0.82
N -0.13 0.31 0.67
H 2.98 0.96 -1.33
H 2.15 3.40 1.66
H -2.74 -0.23 1.81
C -2.33 -0.61 -1.20
H -1.36 -0.88 -1.73
H -2.55 -1.97 1.78
H 3.51 3.71 -0.44
H -3.20 -0.76 -1.95
O 1.00 -0.66 -0.99
H 2.13 1.65 1.36
H 0.83 3.70 -0.24
C -2.20 -3.01 -0.39
C -2.57 -1.58 -0.06
H -1.08 -3.07 -0.37
H 0.29 2.00 -1.65
C 2.48 1.93 -1.47
O 1.15 -2.59 0.24
C 0.63 0.35 -0.47
C -0.62 -0.83 1.48
C 0.35 -2.21 1.39
H 2.52 2.26 -2.56
C -2.21 -1.04 1.28
C 3.16 2.63 -0.28
H -2.58 -3.82 0.29
H -2.19 0.44 -0.87
*
```

Computed properties:
Kohn-Sham gap: 0.3636 Ha
LUMO energy: 0.47 eV

Mulliken atomic charge list, values in e, 2 entries:
1. O -0.557
2. C 0.171



Of them, 1 has the highest stability.



1.
A single C2HNO2S molecule. Source: the Open Molecules 2025 dataset; level of theory: ωB97M-V/def2-TZVPD.

```
! wB97M-V def2-TZVPD RIJCOSX def2/J DEFGRID3
* xyz 0 1
O 0.18 -0.90 0.14
C 1.01 0.12 0.14
N -1.08 0.86 -0.07
O 0.24 1.29 0.12
H -1.89 -1.09 -0.22
S 2.62 0.13 -0.04
C -1.07 -0.42 -0.06
*
```

Computed properties:
SMILES: S=c1ocno1
Kohn-Sham gap: 0.3606 Ha
LUMO energy: 0.39 eV

Mulliken atomic charge list, values in e, 2 entries:
1. O -0.226
2. C 0.414



2.
A single C2HNO2S molecule. Source: the Open Molecules 2025 dataset; level of theory: ωB97M-V/def2-TZVPD.

```
! wB97M-V def2-TZVPD RIJCOSX def2/J DEFGRID3
* xyz 0 1
S 1.14 -1.54 -0.03
O 2.71 -0.88 0.04
O 3.88 1.10 0.00
C 0.26 0.15 -0.03
C 3.03 0.31 0.00
N 0.89 1.18 -0.06
H -0.79 -0.09 0.01
*
```

Computed properties:
Kohn-Sham gap: 0.3139 Ha
LUMO energy: -0.49 eV

Mulliken atomic charge list, values in e, 2 entries:
1. S 0.086
2. O -0.214



Of them, 1 has the highest stability.



1.
2 unconnected molecules or ions with the total composition C10H10N2. Source: the Open Molecules 2025 dataset; level of theory: ωB97M-V/def2-TZVPD.

```
! wB97M-V def2-TZVPD RIJCOSX def2/J DEFGRID3
* xyz 0 1
H 3.50 -2.32 0.36
N 3.73 1.01 -0.08
C 2.43 1.27 -0.35
H -0.38 -0.94 0.24
C 1.46 0.28 -0.32
H -0.86 1.65 0.99
C -1.42 -0.48 0.18
C 3.17 -1.31 0.16
H 1.10 -1.82 -0.04
C -1.63 0.88 0.49
H 0.41 0.54 -0.50
C 1.84 -1.04 -0.06
C -2.94 1.38 0.14
C -3.83 0.32 -0.16
H -2.98 2.49 0.21
C 4.07 -0.25 0.16
H -4.91 0.51 -0.31
H -4.31 -1.65 -0.61
H 5.14 -0.44 0.29
N -2.25 -1.46 -0.05
H 2.18 2.30 -0.55
C -3.48 -0.91 -0.20
*
```

Computed properties:
SMILES: c1ccncc1.c1ccncc1
Kohn-Sham gap: 0.3779 Ha
LUMO energy: 0.54 eV

Mulliken atomic charge list, values in e, 2 entries:
1. H 0.346
2. N -0.577



2.
A single C10H10N2 molecule. Source: the Open Molecules 2025 dataset; level of theory: ωB97M-V/def2-TZVPD.

```
! wB97M-V def2-TZVPD RIJCOSX def2/J DEFGRID3
* xyz 0 1
C 1.05 -0.52 0.14
H 1.24 0.11 2.19
C -0.91 0.63 -0.58
H 2.02 1.79 0.13
H 2.00 1.03 -1.51
C 1.71 -0.68 1.59
C -0.35 -0.51 -0.04
C -2.31 0.69 -0.63
C 0.13 1.70 -0.92
C -1.17 -1.48 0.51
H -0.68 -2.12 1.23
C 1.46 1.16 -0.59
H 1.41 -1.59 2.08
H -0.18 2.51 -0.33
H -4.19 -0.34 -0.15
N 2.49 -2.00 -1.33
C 1.70 -1.46 -0.67
H 0.23 1.94 -2.04
C -3.07 -0.33 -0.15
H -2.83 1.44 -1.19
N -2.46 -1.41 0.49
H 2.72 -0.56 1.77
*
```

Computed properties:
SMILES: C[C@]1(C#N)CCc2ccncc21
Kohn-Sham gap: 0.3757 Ha
LUMO energy: 0.65 eV

Mulliken atomic charge list, values in e, 2 entries:
1. C 1.492
2. H 0.411



3.
2 unconnected molecules or ions with the total composition C10H10N2. Source: the Open Molecules 2025 dataset; level of theory: ωB97M-V/def2-TZVPD.

```
! wB97M-V def2-TZVPD RIJCOSX def2/J DEFGRID3
* xyz 0 1
C -1.01 -0.92 1.11
H -3.28 1.15 -1.15
H 2.37 2.17 0.30
C 1.41 -1.43 -0.63
C 2.75 0.07 0.68
C -1.83 1.30 0.49
H 0.97 -2.43 -0.51
H -1.81 2.40 0.60
H -0.42 0.73 2.01
N 2.41 -1.22 0.31
C 0.94 -0.30 -1.32
C 1.35 1.07 -1.12
H 3.63 0.13 1.37
C -1.79 -1.49 0.04
C -1.10 0.42 1.23
H -1.80 -2.53 -0.20
H -0.36 -1.61 1.65
N -2.49 -0.72 -0.79
H 0.56 1.69 -1.67
C 2.17 1.21 -0.01
C -2.60 0.60 -0.41
H -0.08 -0.28 -1.96
*
```

Computed properties:
SMILES: c1ccncc1.c1ccncc1
Kohn-Sham gap: 0.3626 Ha
LUMO energy: 0.64 eV

Mulliken atomic charge list, values in e, 2 entries:
1. C -0.307
2. H 0.316



Of them, 2 has the highest stability.



1.
A single C8H16N2O3 molecule. Source: the Open Molecules 2025 dataset; level of theory: ωB97M-V/def2-TZVPD.

```
! wB97M-V def2-TZVPD RIJCOSX def2/J DEFGRID3
* xyz 0 1
H -2.74 2.32 0.85
H -2.71 0.83 0.14
H 0.96 3.07 0.00
H 2.49 2.44 -0.26
H 1.59 3.00 -1.65
H -0.32 2.41 1.59
O -1.26 -0.84 -1.94
C -0.20 -1.00 0.09
H 1.20 -3.94 -0.65
H -0.36 -3.69 -0.70
H 0.39 -3.63 0.75
C -1.97 1.71 0.28
H -0.87 0.87 1.99
H 1.38 0.59 1.01
N -0.62 -1.46 1.49
H 0.09 1.41 -1.63
C -0.70 1.41 1.10
H -1.78 2.16 -0.57
C 0.89 -1.90 -0.50
C 0.81 1.24 -0.93
H 0.86 -1.74 -1.62
H 1.47 0.68 -1.46
C 1.54 2.55 -0.66
C 0.50 -3.37 -0.21
O 0.29 -1.75 2.18
C 0.37 0.60 0.46
O -1.77 -1.43 1.73
H 1.81 -1.69 -0.16
N -1.36 -0.88 -0.71
*
```

Computed properties:
SMILES: CCC(CC)[C@](CC)(N=O)[N+](=O)[O-]
Kohn-Sham gap (spin up / spin down): 0.3221 / 0.3220 Ha
LUMO energy (spin up / spin down): -0.60 / -0.60 eV

Mulliken atomic charge list, values in e, 2 entries:
1. H 0.378
2. H 0.309



2.
A single C8H16N2O3 molecule. Source: the Open Molecules 2025 dataset; level of theory: ωB97M-V/def2-TZVPD.

```
! wB97M-V def2-TZVPD RIJCOSX def2/J DEFGRID3
* xyz 0 1
N -2.13 0.68 1.01
H -0.91 3.77 -0.51
H -0.26 -2.30 -0.73
H -2.63 1.56 1.08
H -0.43 1.99 1.37
H 2.14 3.25 -0.04
H -1.20 -3.15 1.24
H 1.06 1.67 -2.00
O 1.42 -3.24 2.12
H 1.38 4.51 -1.05
C 0.00 2.98 -0.62
C -0.52 -2.25 1.10
C -0.22 1.75 0.36
H -2.92 0.00 0.87
C 0.28 2.49 -2.07
C 1.20 3.93 -0.12
H 0.60 3.31 -2.61
C 0.97 -2.80 0.96
H 0.76 1.16 0.49
N -0.96 -1.74 -0.29
H -0.55 2.16 -2.77
C -1.31 0.74 -0.12
C -0.54 -0.42 -0.74
H 0.97 4.58 0.77
H 2.36 -3.46 2.13
H -0.71 -1.45 1.88
H -1.84 1.17 -1.02
O 0.22 -0.33 -1.63
O 1.46 -2.66 -0.08
*
```

Computed properties:
SMILES: CC(C)C[C@H](N)C(=O)NCC(=O)O
Kohn-Sham gap: 0.3603 Ha
LUMO energy: 0.49 eV

Mulliken atomic charge list, values in e, 2 entries:
1. N -0.746
2. H 0.146



Of them, 2 has the highest stability.



1.
A single C2H3N3S molecule. Source: the Open Molecules 2025 dataset; level of theory: ωB97M-V/def2-TZVPD.

```
! wB97M-V def2-TZVPD RIJCOSX def2/J DEFGRID3
* xyz 0 1
C 1.49 0.44 0.34
H 1.31 0.78 1.37
C 0.66 1.03 -0.56
S 2.80 -0.59 0.16
N -0.58 0.69 -0.51
H -1.69 -2.07 0.07
N -0.79 -0.47 0.14
N -1.85 -1.07 -0.12
H -1.35 1.27 -0.88
*
```

Computed properties:
Kohn-Sham gap: 0.2706 Ha
LUMO energy: -1.01 eV

Mulliken atomic charge list, values in e, 2 entries:
1. C -0.081
2. H 0.269



2.
A single C2H3N3S molecule. Source: the Open Molecules 2025 dataset; level of theory: ωB97M-V/def2-TZVPD.

```
! wB97M-V def2-TZVPD RIJCOSX def2/J DEFGRID3
* xyz 0 1
C 1.65 -0.46 0.81
S -1.76 -0.22 -0.86
N 0.48 -1.04 0.49
C -0.20 0.01 0.00
H 2.55 -0.89 1.21
H 2.31 1.55 0.76
H -2.42 -1.10 -0.06
N 0.39 1.14 -0.03
N 1.58 0.85 0.53
*
```

Computed properties:
SMILES: Sc1nc[nH]n1
Kohn-Sham gap: 0.3622 Ha
LUMO energy: 0.75 eV

Mulliken atomic charge list, values in e, 2 entries:
1. C 0.003
2. S -0.271



Of them, 2 has the highest stability.